Entry 1:
Density functional theory data (ωB97M-V/def2-TZVPD) for a cluster of 11 separate species, C52H96N12OPS in total in a non-equilibrium geometry.

Structure (XYZ):
```
163
Properties=species:S:1:pos:R:3
C 1.780 1.032 2.428
C 2.805 1.345 1.249
C 2.103 2.294 0.152
N 1.259 1.403 -0.691
C -0.033 2.017 -1.085
P 0.297 3.467 -2.263
S -0.143 5.226 -1.548
C -1.007 2.368 0.116
C -1.972 1.180 0.566
C -2.163 1.358 2.152
C -3.429 1.459 -0.057
N -1.457 -0.177 0.272
O -2.189 -1.121 0.786
C -1.193 -0.398 -1.173
C -2.397 -1.148 -1.933
C 0.039 -1.445 -1.239
C -0.787 0.902 -1.983
H 1.966 0.009 2.885
H 0.758 0.954 1.932
H 1.757 1.855 3.197
H 2.957 0.355 0.706
H 3.798 1.742 1.597
H 1.556 3.159 0.619
H 2.976 2.755 -0.423
H 1.815 1.211 -1.535
H 1.684 3.449 -2.629
H -0.433 3.277 -3.496
H -0.487 2.741 1.045
H -1.677 3.217 -0.232
H -2.771 0.537 2.610
H -1.173 1.546 2.657
H -2.763 2.317 2.276
H -3.748 2.486 0.281
H -4.116 0.657 0.361
H -3.348 1.372 -1.179
H -3.399 -0.677 -1.741
H -2.401 -2.200 -1.528
H -2.155 -1.237 -3.045
H 0.796 -1.153 -2.036
H 0.615 -1.382 -0.260
H -0.313 -2.512 -1.348
H -0.036 0.634 -2.798
H -1.667 1.355 -2.547
C -2.302 -1.698 7.472
C -3.080 -1.320 6.218
C -2.173 -0.976 5.035
C -1.307 0.193 5.374
N -0.632 1.100 5.641
H -1.686 -0.870 7.832
H -2.988 -1.965 8.279
H -1.651 -2.553 7.284
H -3.731 -0.470 6.446
H -3.728 -2.154 5.938
H -2.775 -0.728 4.160
H -1.538 -1.827 4.779
C 3.519 9.682 -1.092
C 2.312 8.760 -1.237
C 1.944 8.052 0.068
C 3.085 7.204 0.529
N 3.972 6.545 0.887
H 4.419 9.127 -0.816
H 3.727 10.187 -2.038
H 3.340 10.446 -0.331
H 2.522 8.019 -2.013
H 1.455 9.347 -1.577
H 1.070 7.416 -0.084
H 1.703 8.780 0.846
C -4.581 3.274 -4.301
C -4.293 1.966 -5.033
C -5.413 0.935 -4.873
C -5.591 0.596 -3.430
N -5.730 0.333 -2.307
H -4.664 3.121 -3.222
H -3.771 3.987 -4.466
H -5.511 3.726 -4.657
H -3.352 1.551 -4.660
H -4.153 2.177 -6.096
H -5.166 0.024 -5.424
H -6.355 1.324 -5.267
C -3.238 -4.775 2.657
C -3.611 -6.084 3.348
C -4.256 -5.870 4.721
C -3.306 -5.155 5.625
N -2.564 -4.599 6.325
H -2.493 -4.217 3.228
H -2.810 -4.974 1.673
H -4.117 -4.138 2.523
H -2.712 -6.698 3.454
H -4.306 -6.637 2.712
H -4.516 -6.831 5.169
H -5.171 -5.281 4.627
C -4.770 -4.810 -3.239
C -5.531 -4.432 -4.505
C -4.605 -4.087 -5.674
C -3.744 -2.920 -5.315
N -3.071 -2.016 -5.036
H -4.160 -3.981 -2.872
H -5.468 -5.076 -2.442
H -4.115 -5.668 -3.417
H -6.183 -3.582 -4.286
H -6.175 -5.265 -4.796
H -5.194 -3.837 -6.559
H -3.968 -4.938 -5.921
C 1.993 2.088 7.415
C 3.132 2.745 6.644
C 4.315 3.130 7.537
C 3.874 4.109 8.576
N 3.532 4.870 9.383
H 1.567 2.766 8.159
H 1.187 1.805 6.734
H 2.337 1.185 7.929
H 2.749 3.634 6.134
H 3.481 2.056 5.869
H 5.108 3.584 6.937
H 4.726 2.247 8.031
C -2.598 -7.775 -9.987
C -2.022 -6.540 -9.303
C -1.800 -6.739 -7.802
C -3.101 -7.041 -7.130
N -4.112 -7.277 -6.607
H -3.586 -8.028 -9.594
H -2.711 -7.598 -11.058
H -1.942 -8.639 -9.852
H -2.696 -5.695 -9.469
H -1.067 -6.286 -9.771
H -1.375 -5.836 -7.361
H -1.110 -7.559 -7.623
C 5.882 0.771 -4.129
C 4.963 -0.076 -3.255
C 3.695 -0.527 -3.986
C 2.905 0.665 -4.422
N 2.293 1.592 -4.762
H 5.398 1.699 -4.441
H 6.784 1.044 -3.578
H 6.184 0.222 -5.026
H 4.692 0.499 -2.364
H 5.509 -0.959 -2.914
H 3.077 -1.139 -3.324
H 3.949 -1.126 -4.863
C 1.719 -4.995 -4.259
C 1.078 -6.267 -3.714
C 1.535 -7.530 -4.451
C 1.164 -7.441 -5.896
N 0.873 -7.373 -7.018
H 1.444 -4.820 -5.302
H 1.387 -4.127 -3.686
H 2.810 -5.048 -4.196
H -0.010 -6.173 -3.782
H 1.326 -6.365 -2.654
H 1.060 -8.412 -4.017
H 2.617 -7.653 -4.368
C 6.132 6.779 9.472
C 7.061 6.812 10.680
C 8.523 7.067 10.302
C 9.015 5.979 9.404
N 9.398 5.133 8.707
H 6.386 5.964 8.791
H 5.102 6.625 9.791
H 6.179 7.720 8.916
H 6.978 5.863 11.218
H 6.728 7.598 11.364
H 9.145 7.095 11.199
H 8.625 8.026 9.789
```

- multiplicity = 2
- energy (eV) = -95528.7678
- HOMO energy (spin up / spin down) (eV) = -8.264 / -8.288
- gap between HOMO and LUMO (spin up / spin down) (eV) = 8.40 / 8.40

Atomic partial charges in e from the Löwdin method, atoms 1 to 4: -0.117, -0.219, -0.235, -0.046

---

Entry 2:
Density functional theory data (ωB97M-V/def2-TZVPD) for a structure of composition C25H20O3S5Sb2Tc.

Structure (XYZ):
```
56
Properties=species:S:1:pos:R:3
Tc -0.158 0.667 0.084
S 0.765 0.993 -4.503
Sb -0.469 -0.538 -3.630
S -1.524 1.387 -1.274
S 1.090 -0.654 -0.881
S -1.734 -2.262 -3.403
O -1.424 3.079 1.748
C -0.667 3.599 2.761
C -1.159 4.615 3.564
C -0.405 5.094 4.621
C 0.847 4.556 4.912
C 1.340 3.541 4.127
C 0.601 3.059 3.030
C 1.251 2.007 2.269
O 2.086 1.237 2.597
O 0.836 1.936 0.860
H -2.254 3.572 1.694
H -2.140 5.032 3.362
H -0.802 5.897 5.228
H 1.430 4.941 5.736
H 2.314 3.114 4.320
S -1.228 -0.400 1.640
Sb 0.214 -2.041 2.938
C 0.628 -0.847 4.586
C -0.334 0.055 5.036
C -0.072 0.777 6.189
C 1.123 0.585 6.875
C 2.067 -0.324 6.417
C 1.829 -1.051 5.259
C -1.148 -3.576 3.221
C -0.734 -4.896 3.044
C -1.632 -5.910 3.343
C -2.906 -5.603 3.802
C -3.302 -4.281 3.978
C -2.420 -3.251 3.694
C 1.782 -2.517 1.678
C 2.992 -1.829 1.765
C 4.021 -2.183 0.905
C 3.836 -3.198 -0.029
C 2.619 -3.864 -0.124
C 1.576 -3.526 0.728
H -1.274 0.200 4.515
H -0.806 1.479 6.561
H 1.314 1.143 7.782
H 2.989 -0.474 6.962
H 2.567 -1.767 4.915
H 0.263 -5.143 2.704
H -1.331 -6.942 3.222
H -3.597 -6.402 4.033
H -4.294 -4.054 4.343
H -2.729 -2.224 3.848
H 3.135 -1.030 2.481
H 4.973 -1.673 0.971
H 4.652 -3.477 -0.683
H 2.487 -4.658 -0.847
H 0.634 -4.058 0.666
```

- multiplicity = 1
- energy (eV) = -101812.4995
- HOMO energy (eV) = -16.338
- gap between HOMO and LUMO (eV) = 4.32
- net charge = +3

Atomic partial charges in e from the Löwdin method, atoms 1 to 4: 0.551, 0.200, 0.411, 0.258

---

Entry 3:
Density functional theory data (ωB97M-V/def2-TZVPD) for a structure of composition C35H43AsSSr.

Structure (XYZ):
```
81
Properties=species:S:1:pos:R:3
Sr 0.281 -0.100 0.039
C 1.633 -1.053 2.114
C 2.418 0.067 1.643
C 1.719 1.244 2.062
C 0.541 0.804 2.735
C 0.506 -0.591 2.801
C -0.428 -1.438 3.642
C -0.903 -2.665 2.860
C -1.634 -0.634 4.129
C 0.352 -1.913 4.880
C 2.045 2.744 1.961
C 3.411 3.041 2.589
C 1.020 3.559 2.766
C 1.977 3.284 0.528
C 3.795 -0.215 1.006
C 4.836 -0.289 2.128
C 4.265 0.795 -0.066
C 3.774 -1.566 0.273
H 1.908 -2.093 2.018
H -0.191 1.454 3.188
H -1.471 -2.372 1.971
H -1.551 -3.293 3.476
H -0.060 -3.276 2.535
H -2.166 -0.153 3.307
H -1.320 0.150 4.821
H -2.330 -1.286 4.661
H 1.210 -2.521 4.589
H -0.290 -2.510 5.534
H 0.723 -1.056 5.445
H 3.408 2.750 3.642
H 3.629 4.111 2.532
H 4.223 2.508 2.102
H 0.966 3.227 3.804
H 0.020 3.496 2.330
H 1.318 4.609 2.762
H 2.779 2.928 -0.110
H 2.021 4.377 0.535
H 1.035 3.018 0.042
H 4.855 0.631 2.710
H 5.835 -0.456 1.714
H 4.602 -1.108 2.810
H 4.497 1.775 0.345
H 3.525 0.924 -0.862
H 5.175 0.416 -0.533
H 3.529 -2.404 0.924
H 4.763 -1.761 -0.146
H 3.070 -1.555 -0.566
S 1.016 1.173 -2.456
C -0.012 1.095 -3.876
C 0.181 2.053 -4.884
C -0.586 2.060 -6.032
C -1.582 1.107 -6.221
C -1.795 0.156 -5.240
C -1.027 0.148 -4.074
As -1.249 -1.204 -2.721
C -2.236 -0.179 -1.353
C -2.257 1.210 -1.324
C -2.710 1.879 -0.183
C -3.155 1.167 0.920
C -3.162 -0.226 0.879
C -2.692 -0.889 -0.248
C -2.763 -2.246 -3.386
C -2.489 -3.508 -3.907
C -3.510 -4.301 -4.417
C -4.816 -3.840 -4.401
C -5.100 -2.584 -3.878
C -4.081 -1.791 -3.377
H 0.957 2.794 -4.742
H -0.404 2.813 -6.789
H -2.182 1.105 -7.121
H -2.567 -0.590 -5.384
H -1.889 1.766 -2.176
H -2.710 2.962 -0.170
H -3.494 1.684 1.808
H -3.526 -0.797 1.724
H -2.681 -1.976 -0.268
H -1.470 -3.877 -3.915
H -3.284 -5.279 -4.822
H -5.613 -4.457 -4.794
H -6.120 -2.221 -3.865
H -4.310 -0.810 -2.979
```

- multiplicity = 1
- energy (eV) = -109504.3783
- HOMO energy (eV) = -7.259
- gap between HOMO and LUMO (eV) = 7.31

Atomic partial charges in e from the Löwdin method, atoms 1 to 4: 1.249, -0.168, -0.248, -0.203

---

Entry 4:
Density functional theory data (ωB97M-V/def2-TZVPD) for an isolated molecule of C4H10N2O2 in a non-equilibrium geometry.

Structure (XYZ):
```
18
Properties=species:S:1:pos:R:3
N 1.980 1.509 -1.988
C 0.758 1.804 -1.184
C -0.531 0.937 -1.537
C -0.361 -0.434 -0.831
N 0.226 -0.389 0.562
C -0.494 -1.118 1.538
O -0.053 -2.038 2.173
O -1.739 -0.755 1.753
H 2.845 1.230 -1.559
H 2.164 2.061 -2.833
H 0.413 2.790 -1.439
H 0.937 1.590 -0.117
H -1.378 1.437 -1.008
H -0.390 0.763 -2.636
H 0.208 -1.227 -1.415
H -1.460 -0.722 -0.607
H 1.240 -0.731 0.784
H -1.915 0.180 1.497
```

- SMILES = NCCCNC(=O)O
- multiplicity = 1
- energy (eV) = -11384.4169
- HOMO energy (eV) = -8.968
- gap between HOMO and LUMO (eV) = 9.53
- relative energy (zero: lowest compared OMol25 entry of this formula, charge and spin) (kJ/mol) = 239.9

Atomic partial charges in e from the Löwdin method, atoms 1 to 4: -0.015, -0.273, -0.179, -0.198

---

Entry 5:
Density functional theory data (ωB97M-V/def2-TZVPD) for a cluster of 8 separate species, C19H62NO25P6 in total in a non-equilibrium geometry.

Structure (XYZ):
```
113
Properties=species:S:1:pos:R:3
N 0.333 0.569 1.191
H -0.015 0.054 1.987
H 1.083 1.173 1.497
H -0.424 1.134 0.834
H 0.616 -0.154 0.545
C 4.023 4.297 3.250
O 4.224 4.400 1.867
P 3.765 3.176 0.856
O 2.456 2.486 1.172
O 3.789 3.852 -0.659
C 4.509 5.055 -0.914
O 5.049 2.188 0.869
C 5.094 1.111 -0.001
H 4.116 5.259 3.753
H 4.905 3.822 3.681
H 3.071 3.846 3.527
H 3.786 5.789 -1.269
H 5.289 4.905 -1.661
H 5.001 5.469 -0.035
H 6.038 1.019 -0.540
H 4.344 1.157 -0.791
H 4.993 0.156 0.515
C 4.385 -1.832 -2.232
O 3.380 -2.696 -1.626
P 3.223 -2.597 -0.016
O 2.379 -1.425 0.414
O 2.613 -4.043 0.405
C 1.348 -4.455 -0.060
O 4.680 -2.692 0.551
C 4.823 -2.876 1.955
H 4.091 -1.054 -2.936
H 5.089 -2.467 -2.771
H 4.940 -1.309 -1.453
H 0.762 -4.517 0.857
H 1.438 -5.487 -0.398
H 0.994 -3.812 -0.866
H 4.445 -1.991 2.467
H 5.868 -2.938 2.259
H 4.433 -3.800 2.382
C -2.170 -2.556 -3.304
O -1.359 -1.576 -3.817
P -0.056 -1.090 -2.898
O -0.282 -0.995 -1.406
O 1.182 -2.026 -3.358
C 1.502 -2.164 -4.681
O 0.364 0.342 -3.541
C 1.361 1.204 -3.001
H -1.878 -3.555 -3.626
H -3.211 -2.475 -3.617
H -2.177 -2.601 -2.215
H 0.957 -2.966 -5.179
H 2.577 -2.278 -4.826
H 1.325 -1.217 -5.190
H 0.931 2.165 -2.717
H 2.224 1.500 -3.598
H 1.644 0.840 -2.014
C -3.053 -1.267 4.751
O -2.216 -2.360 4.577
P -1.101 -2.532 3.351
O -1.016 -1.405 2.352
O 0.275 -2.951 4.144
C 1.535 -2.406 3.748
O -1.485 -3.944 2.635
C -1.598 -5.133 3.378
H -3.359 -1.166 5.792
H -3.975 -1.354 4.176
H -2.573 -0.341 4.435
H 2.332 -3.144 3.840
H 1.788 -1.618 4.458
H 1.630 -1.949 2.764
H -0.619 -5.591 3.525
H -2.291 -5.862 2.958
H -1.909 -4.963 4.409
C -5.896 -3.484 -3.007
O -5.795 -2.040 -2.856
P -5.701 -1.386 -1.378
O -6.660 -1.868 -0.316
O -5.751 0.260 -1.710
C -6.898 0.814 -2.333
O -4.104 -1.530 -0.953
C -3.612 -0.866 0.138
H -5.898 -4.056 -2.079
H -4.984 -3.765 -3.534
H -6.757 -3.844 -3.570
H -7.651 0.078 -2.613
H -6.468 1.207 -3.254
H -7.367 1.552 -1.682
H -3.417 -1.594 0.927
H -4.163 0.011 0.477
H -2.611 -0.502 -0.096
C 0.243 4.833 -2.004
O -0.159 3.911 -0.983
P -1.519 3.115 -0.895
O -1.610 2.209 0.300
O -1.740 2.431 -2.340
C -2.982 1.777 -2.644
O -2.626 4.224 -0.916
C -2.500 5.451 -0.193
H 0.153 5.825 -1.561
H -0.334 4.772 -2.928
H 1.305 4.682 -2.195
H -3.682 2.090 -1.869
H -2.716 0.725 -2.539
H -3.463 2.037 -3.587
H -3.337 5.578 0.494
H -2.533 6.361 -0.792
H -1.529 5.630 0.268
C 0.448 2.373 4.528
O 0.568 1.049 4.056
H 1.165 2.463 5.345
H 0.604 3.023 3.668
H -0.532 2.621 4.936
H 0.276 0.489 4.779
```

- multiplicity = 1
- energy (eV) = -129126.0959
- HOMO energy (eV) = -11.915
- gap between HOMO and LUMO (eV) = 10.52
- relative energy (zero: lowest compared OMol25 entry of this formula, charge and spin) (kJ/mol) = 354.9
- net charge = +1

Atomic partial charges in e from the Löwdin method, atoms 1 to 4: 0.284, 0.045, 0.062, 0.039

---

Which of these has the highest energy? C4H10N2O2